8
Properties=species:S:1:pos:R:3 method="wB97M-V/def2-TZVPD" fmax_ev_per_a=3.4 multiplicity=1 orbital_gap_ev="6.5 / 8.0"
C 1.248 0.420 -0.488
C 0.233 1.148 -0.016
C -1.414 -0.950 0.467
O -2.554 -1.007 0.369
I -0.763 2.831 0.583
I -0.154 -2.750 0.533
H 2.332 0.913 -0.660
H 1.072 -0.606 -0.788